(1)
The molecule C15H14ClNO5S in a non-equilibrium geometry, computed with ωB97M-V/def2-TZVPD.

ΔE to the lowest compared entry with this formula, charge and spin, kcal/mol: 0.0
Max |F|, eV/A: 1.2
SMILES: O=C(O)CCNS(=O)(=O)c1ccc(Oc2ccccc2Cl)cc1
HOMO energy, eV: -8.93
DFT total energy, eV: -50867.52858
Gap between HOMO and LUMO, eV: 9.23
E_LUMO, eV: 0.30

```
! wB97M-V def2-TZVPD RIJCOSX def2/J DEFGRID3
* xyz 0 1
O -1.89 1.53 2.29
C -2.47 0.49 2.08
O -3.72 0.45 1.63
C -1.89 -0.88 2.29
C -1.34 -1.04 3.73
N -0.35 -0.07 4.10
S 1.22 -0.31 3.59
O 2.03 0.60 4.33
O 1.47 -1.72 3.68
C 1.24 0.18 1.87
C 1.12 1.52 1.54
C 1.10 1.90 0.22
C 1.20 0.93 -0.79
O 1.21 1.39 -2.07
C 0.84 0.58 -3.11
C -0.26 -0.26 -3.05
C -0.64 -1.00 -4.16
C 0.08 -0.89 -5.34
C 1.17 -0.04 -5.42
C 1.55 0.69 -4.31
Cl 2.90 1.75 -4.39
C 1.35 -0.41 -0.45
C 1.37 -0.78 0.88
H -4.08 1.35 1.51
H -1.08 -1.02 1.58
H -2.66 -1.63 2.11
H -0.85 -2.01 3.82
H -2.17 -0.98 4.44
H -0.64 0.89 3.98
H 1.06 2.25 2.33
H 1.00 2.93 -0.07
H -0.83 -0.33 -2.13
H -1.49 -1.65 -4.10
H -0.21 -1.47 -6.21
H 1.73 0.05 -6.33
H 1.46 -1.16 -1.23
H 1.49 -1.81 1.18
*
```

(2)
A structure of composition C15H14F2N6O2S2Tc in a non-equilibrium geometry, computed with ωB97M-V/def2-TZVPD.

ΔE to the lowest compared entry with this formula, charge and spin, kcal/mol: 17.3
Max |F|, eV/A: 1.8
HOMO energy (alpha / beta), eV: -13.36 / -13.37
DFT total energy, eV: -58104.78140
Gap between HOMO and LUMO (alpha / beta), eV: 6.27 / 5.27
E_LUMO (alpha / beta), eV: -7.09 / -8.10

```
! wB97M-V def2-TZVPD RIJCOSX def2/J DEFGRID3
* xyz 2 4
Tc 0.20 -1.38 -0.03
N -0.28 6.64 -1.26
C -0.48 5.32 -1.18
C -0.79 4.73 0.07
C -0.93 3.37 0.17
C -0.80 2.59 -1.00
C -0.53 3.16 -2.25
C -0.39 4.52 -2.34
S -0.62 0.91 -0.83
O -0.63 0.22 -2.11
O -1.47 0.25 0.18
N 0.85 0.57 -0.12
C 1.98 0.19 -0.87
N 2.81 0.98 -1.48
C 3.84 0.38 -2.08
C 4.02 -1.01 -2.08
C 3.09 -1.78 -1.44
N 2.06 -1.17 -0.82
H -0.33 7.23 -0.44
H -0.06 7.08 -2.14
H -0.91 5.35 0.95
H -1.16 2.91 1.12
H -0.46 2.54 -3.14
H -0.21 4.98 -3.31
H 4.54 1.03 -2.59
H 4.87 -1.46 -2.57
H 3.13 -2.86 -1.40
S -0.43 -3.69 -0.21
C -1.52 -3.95 1.11
N -1.45 -5.14 1.77
C -2.27 -5.43 2.80
C -3.19 -4.51 3.20
C -3.24 -3.32 2.47
N -2.43 -3.05 1.46
H -0.77 -5.82 1.45
H -2.14 -6.40 3.27
H -3.85 -4.71 4.03
H -3.97 -2.56 2.71
F -0.20 -1.78 2.65
C 0.94 -1.70 1.91
F 1.64 -0.62 2.33
H 1.55 -2.59 2.05
*
```

(3)
A structure of composition C15H14FeN2O6 in a non-equilibrium geometry, computed with ωB97M-V/def2-TZVPD.

ΔE to the lowest compared entry with this formula, charge and spin, kcal/mol: 0.0
Max |F|, eV/A: 6.4
HOMO energy (alpha / beta), eV: -5.62 / -8.90
DFT total energy, eV: -65429.93044
Gap between HOMO and LUMO (alpha / beta), eV: 5.96 / 6.78
E_LUMO (alpha / beta), eV: 0.34 / -2.11

```
! wB97M-V def2-TZVPD RIJCOSX def2/J DEFGRID3
* xyz 0 5
O 1.32 -3.05 2.04
C 0.96 -2.00 1.71
Fe 0.74 -0.27 1.33
C 1.86 0.39 2.53
O 2.70 0.51 3.33
C 2.01 -0.43 0.14
O 3.02 -0.68 -0.40
C -2.43 0.77 2.40
C -2.39 -0.54 1.53
C -1.27 -0.58 0.51
C -0.65 0.61 0.07
C -0.37 1.53 1.13
C -1.00 1.30 2.36
H -2.61 0.43 3.44
H -2.15 -1.31 2.30
H -3.37 -0.77 1.08
H -1.25 -1.50 -0.09
H -0.35 0.77 -0.97
H 0.26 2.42 0.96
H -0.58 1.70 3.30
C -4.39 4.64 4.52
N -4.54 3.47 3.67
C -3.40 3.01 3.02
O -2.36 3.64 3.21
C -3.51 1.81 2.09
C -4.95 1.27 1.97
O -5.21 0.30 1.26
N -6.00 1.95 2.58
C -7.35 1.53 2.32
C -5.86 3.05 3.43
O -6.82 3.61 3.94
H -5.38 4.83 4.94
H -3.67 4.43 5.31
H -4.06 5.49 3.92
H -3.29 2.21 1.10
H -7.97 2.12 2.99
H -7.62 1.77 1.29
H -7.48 0.47 2.50
*
```

(4)
A structure of composition C15H14IrN3O3, computed with ωB97M-V/def2-TZVPD.

ΔE to the lowest compared entry with this formula, charge and spin, kcal/mol: 0.0
Max |F|, eV/A: 0.6
HOMO energy (alpha / beta), eV: -11.36 / -12.39
DFT total energy, eV: -29223.27361
Gap between HOMO and LUMO (alpha / beta), eV: 8.10 / 6.02
E_LUMO (alpha / beta), eV: -3.26 / -6.37

```
! wB97M-V def2-TZVPD RIJCOSX def2/J DEFGRID3
* xyz 1 6
Ir -0.71 0.39 -0.12
N -2.45 -0.48 1.27
C -3.72 -0.07 0.63
C -3.61 1.37 0.19
O -4.50 2.17 0.33
N -2.38 1.68 -0.41
C -2.05 3.00 -0.54
C -0.92 3.32 0.85
O -1.02 4.44 1.21
O -0.26 2.29 1.09
H -2.40 -1.49 1.36
H -2.38 -0.09 2.20
H -4.59 -0.17 1.28
H -3.88 -0.69 -0.26
H -2.86 3.71 -0.42
H -1.35 3.23 -1.34
C 3.71 1.91 -0.19
C 4.40 0.71 -0.18
C 3.70 -0.49 -0.22
C 2.32 -0.46 -0.25
N 1.66 0.71 -0.25
C 2.33 1.86 -0.22
C 1.45 -1.66 -0.33
C 1.94 -2.95 -0.23
C 1.09 -4.03 -0.40
C -0.26 -3.84 -0.70
C -0.76 -2.55 -0.78
C 0.08 -1.45 -0.56
H 4.22 2.86 -0.17
H 5.49 0.70 -0.16
H 4.23 -1.43 -0.23
H 1.74 2.77 -0.22
H 2.98 -3.13 -0.01
H 1.48 -5.04 -0.33
H -0.91 -4.68 -0.87
H -1.81 -2.40 -1.03
*
```

(5)
A structure of composition C15H14N3OY in a non-equilibrium geometry, computed with ωB97M-V/def2-TZVPD.

ΔE to the lowest compared entry with this formula, charge and spin, kcal/mol: 0.0
Max |F|, eV/A: 7.3
HOMO energy (alpha / beta), eV: -14.36 / -15.58
DFT total energy, eV: -23319.46521
Gap between HOMO and LUMO (alpha / beta), eV: 4.10 / 7.51
E_LUMO (alpha / beta), eV: -10.26 / -8.07

```
! wB97M-V def2-TZVPD RIJCOSX def2/J DEFGRID3
* xyz 2 1
Y 1.05 0.82 -0.96
N 4.92 -0.17 0.06
C 3.95 0.68 0.00
O 2.80 0.18 -0.19
C 3.89 2.30 0.01
C 2.44 2.63 -0.22
H 5.92 -4.80 0.75
H 5.85 0.48 0.12
H 4.62 2.44 -0.77
H 4.22 2.78 0.81
H 2.44 3.59 -0.72
H 1.86 2.78 0.72
C -2.91 2.86 -0.22
C -1.58 2.66 -0.14
N -1.06 1.43 0.25
C -1.90 0.13 0.31
C -3.26 0.30 -0.02
C -3.64 1.62 -0.09
C -4.12 -0.77 -0.21
C -3.55 -2.12 -0.11
C -2.11 -2.19 0.08
C -1.38 -3.48 0.17
C -0.05 -3.56 0.09
C 0.66 -2.40 0.07
N 0.08 -1.26 0.33
C -1.30 -1.07 0.16
H -3.26 3.79 -0.13
H -0.65 3.33 -0.02
H -4.72 1.85 0.00
H -5.16 -0.81 -0.11
H -4.28 -2.74 0.17
H -2.00 -4.28 -0.12
H 0.40 -4.51 -0.27
H 1.84 -2.50 0.19
*
```

(6)
The molecule C15H14N4S in a non-equilibrium geometry, computed with ωB97M-V/def2-TZVPD.

ΔE to the lowest compared entry with this formula, charge and spin, kcal/mol: 15.2
Max |F|, eV/A: 1.2
SMILES: Cn1c(SCc2ccccn2)nnc1-c1ccccc1
HOMO energy, eV: -8.27
DFT total energy, eV: -32577.68476
Gap between HOMO and LUMO, eV: 8.93
E_LUMO, eV: 0.67

```
! wB97M-V def2-TZVPD RIJCOSX def2/J DEFGRID3
* xyz 0 1
C -1.23 1.23 -1.80
N -0.92 1.15 -0.41
C -1.81 0.85 0.59
S -3.49 0.54 0.28
C -3.65 -1.00 1.28
C -2.42 -1.83 1.11
C -1.59 -2.11 2.18
C -0.41 -2.80 1.95
C -0.11 -3.19 0.65
C -1.01 -2.87 -0.35
N -2.13 -2.20 -0.13
N -1.20 0.74 1.74
N 0.10 0.96 1.52
C 0.28 1.21 0.25
C 1.57 1.49 -0.35
C 1.74 2.38 -1.40
C 3.00 2.61 -1.93
C 4.10 1.96 -1.41
C 3.95 1.08 -0.35
C 2.69 0.85 0.18
H -1.52 2.24 -2.09
H -0.36 0.92 -2.38
H -2.06 0.56 -2.01
H -4.53 -1.49 0.88
H -3.80 -0.72 2.32
H -1.84 -1.77 3.17
H 0.26 -3.02 2.76
H 0.80 -3.72 0.42
H -0.83 -3.15 -1.38
H 0.89 2.93 -1.80
H 3.12 3.31 -2.75
H 5.08 2.14 -1.83
H 4.81 0.58 0.07
H 2.55 0.18 1.02
*
```